# C84H176O12

16 unconnected molecules or ions with the total composition C84H176O12 in a non-equilibrium geometry (the ωB97M-V functional and the def2-TZVPD basis, the OMol25 dataset).

total charge = 0
HOMO level = -9.57 eV
ΔE to the lowest compared entry with this formula, charge and spin = 26.0 kJ/mol
LUMO = 0.28 eV
molecular weight = 1378.32 g/mol
2S+1 = 1
total energy = -114532.1924 eV

Bonds (Å) are listed after each position.
Atoms and positions in Å:
1 O -29.23 -14.11 13.96  C144 1.220
2 C -30.62 -14.96 8.59  H36 1.090, C151 1.572, O204 1.420, H231 1.090
3 C -28.16 -18.82 9.99  H39 1.090, H101 1.090, C119 1.509, C175 1.535
4 H -38.50 -16.62 10.85  C213 1.090
5 H -22.57 -14.32 8.12  C137 1.090
6 C -30.89 -16.70 14.85  O25 1.359, H35 1.090, H130 1.090, C254 1.506
7 H -31.26 -8.52 8.93  C240 1.090
8 H -34.02 -11.27 15.73  C22 1.090
9 H -27.91 -15.94 15.70  C138 1.090
10 H -24.13 -14.22 6.03  C148 1.090
11 C -28.76 -2.18 8.80  C23 1.557, H80 1.090, H120 1.090, H192 1.090
12 C -28.49 -16.27 5.92  H83 1.090, C91 1.466, H252 1.090, H257 1.090
13 C -37.31 -10.75 6.54  C59 1.559, O169 1.229, O184 1.346
14 H -26.81 -16.33 4.62  C91 1.090
15 H -30.02 -12.66 10.22  C182 1.090
16 H -29.78 -3.56 10.19  C23 1.090
17 C -34.02 -7.96 10.59  H112 1.090, C159 1.558, H187 1.090, C255 1.606
18 H -26.65 -15.41 9.85  C64 1.090
19 H -30.43 -18.35 8.20  C178 1.090
20 C -33.19 -5.59 11.06  H57 1.090, C159 1.488, H211 1.090, H268 1.090
21 C -30.79 -10.60 13.84  H48 1.090, C125 1.544, H133 1.090, H194 1.090
22 C -34.09 -12.35 15.60  H8 1.090, C30 1.594, H66 1.090, H223 1.090
23 C -29.01 -3.58 9.42  C11 1.557, H16 1.090, C113 1.502, H164 1.090
24 H -25.25 -8.94 9.47  C89 1.090
25 O -32.08 -16.32 15.38  C6 1.359, C136 1.360
26 H -32.50 -11.55 2.45  C100 1.090
27 H -26.55 -20.11 10.80  C175 1.090
28 H -35.89 -11.97 11.35  C47 1.090
29 C -36.92 -12.57 18.33  H145 1.090, H215 1.090, C226 1.549, C232 1.517
30 C -35.47 -12.77 16.28  C22 1.594, H114 1.090, H183 1.090, C232 1.555
31 H -37.82 -10.41 20.12  C180 1.090
32 H -28.84 -6.47 9.20  C165 1.090
33 C -26.39 -13.19 15.74  C109 1.514, H126 1.090, O154 1.406, H166 1.090
34 H -32.47 -18.28 4.42  C141 1.090
35 H -30.08 -15.98 15.00  C6 1.090
36 H -30.63 -16.04 8.46  C2 1.090
37 H -24.09 -20.29 6.28  C263 1.090
38 C -32.41 -16.25 13.07  C136 1.486, H170 1.090, H244 1.090, C254 1.520
39 H -28.27 -17.75 9.82  C3 1.090
40 H -29.04 -10.88 11.69  C84 1.090
41 H -26.56 -19.92 5.79  C227 1.090
42 C -29.28 -12.66 0.20  H85 1.090, C122 1.549, H193 1.090, C207 1.475
43 H -30.73 -11.70 4.41  C152 1.090
44 H -23.15 -18.82 6.35  C263 1.090
45 H -28.42 -18.96 4.79  C210 1.090
46 H -28.40 -16.56 3.87  C91 1.090
47 C -36.86 -12.47 11.42  H28 1.090, C53 1.528, H63 1.090, H235 1.090
48 H -31.66 -10.33 14.44  C21 1.090
49 H -29.87 -8.59 13.54  C125 1.090
50 C -24.06 -15.90 8.11  H87 1.090, C137 1.552, H234 1.090, H253 1.090
51 H -31.06 -13.35 11.51  C182 1.090
52 H -29.58 -9.99 5.69  C217 1.090
53 C -36.61 -13.91 11.86  C47 1.528, C67 1.548, H102 1.090, H186 1.090
54 H -24.13 -9.50 6.75  C172 1.090
55 H -31.49 -19.26 10.88  C245 1.090
56 H -23.17 -11.57 8.69  C161 1.090
57 H -32.42 -4.98 11.53  C20 1.090
58 H -34.35 -14.74 7.86  C73 1.090
59 C -36.48 -11.36 7.72  C13 1.559, H157 1.090, H206 1.090, C221 1.577
60 H -30.85 -13.98 2.39  C75 1.090
61 H -37.69 -18.54 12.04  C139 1.090
62 H -34.84 -12.52 18.31  C232 1.090
63 H -37.44 -11.89 12.13  C47 1.090
64 C -26.66 -15.10 10.89  H18 1.090, C131 1.498, C243 1.457, H249 1.090
65 H -35.41 -16.69 10.47  C256 1.090
66 H -33.31 -12.90 16.13  C22 1.090
67 C -36.26 -14.75 10.60  C53 1.548, H117 1.090, C256 1.554, H261 1.090
68 H -31.42 -6.44 7.60  C272 1.090
69 H -26.73 -8.48 8.54  C89 1.090
70 H -32.37 -11.73 5.02  C152 1.090
71 H -34.31 -11.06 7.57  C221 1.090
72 C -32.01 -13.32 9.57  C182 1.537, O204 1.357, O259 1.205
73 C -35.18 -15.27 7.39  H58 1.090, C86 1.542, H92 1.090, H94 1.090
74 H -26.65 -10.29 5.39  C174 1.090
75 C -31.16 -13.09 1.85  H60 1.090, C100 1.535, C122 1.494, H265 1.090
76 O -28.70 -10.97 7.31  C95 1.341, C217 1.433
77 C -25.19 -13.33 11.36  O93 1.234, O135 1.317, C243 1.541
78 H -29.51 -14.78 0.49  C207 1.090
79 H -29.09 -14.81 10.13  C151 1.090
80 H -29.62 -1.73 8.30  C11 1.090
81 H -29.88 -6.81 6.94  C272 1.090
82 H -25.28 -14.78 15.02  C109 1.090
83 H -29.44 -16.76 6.16  C12 1.090
84 C -28.86 -9.95 12.24  H40 1.090, C125 1.547, H127 1.090, C229 1.497
85 H -29.95 -12.65 -0.66  C42 1.090
86 C -34.84 -15.46 5.90  C73 1.542, H147 1.090, H185 1.090, C214 1.593
87 H -23.58 -16.55 7.38  C50 1.090
88 H -28.29 -9.12 6.41  C217 1.090
89 C -26.29 -8.63 9.53  H24 1.090, H69 1.090, H124 1.090, C202 1.577
90 H -27.35 -10.50 9.99  C202 1.090
91 C -27.79 -16.79 4.74  C12 1.466, H14 1.090, H46 1.090, C210 1.566
92 H -36.06 -14.62 7.41  C73 1.090
93 O -24.71 -12.21 11.54  C77 1.234
94 H -35.40 -16.23 7.85  C73 1.090
95 C -28.08 -12.13 7.05  O76 1.341, C108 1.503, O251 1.259
96 H -28.00 -14.05 1.18  C207 1.090
97 H -25.24 -13.45 7.27  C148 1.090
98 H -36.05 -10.44 19.94  C180 1.090
99 H -34.51 -10.16 10.36  C255 1.090
100 C -32.12 -12.47 2.89  H26 1.090, C75 1.535, C152 1.551, H224 1.090
101 H -28.25 -19.39 9.06  C3 1.090
102 H -37.48 -14.24 12.43  C53 1.090
103 H -25.64 -15.99 12.52  C131 1.090
104 H -22.41 -9.85 6.57  C172 1.090
105 C -23.47 -12.35 6.61  H132 1.090, H142 1.090, C148 1.507, C161 1.594
106 H -36.11 -12.90 20.31  C226 1.090
107 H -36.20 -9.53 12.28  C218 1.090
108 C -27.52 -12.20 5.66  C95 1.503, C174 1.492, H201 1.090, H246 1.090
109 C -26.14 -14.68 15.67  C33 1.514, H82 1.090, C138 1.512, H208 1.090
110 H -29.55 -8.78 8.50  C240 1.090
111 H -25.04 -17.39 6.10  C247 1.090
112 H -33.86 -7.75 9.53  C17 1.090
113 C -29.53 -4.56 8.41  C23 1.502, H149 1.090, H158 1.090, C165 1.559
114 H -36.33 -12.49 15.66  C30 1.090
115 H -26.69 -18.54 11.56  C175 1.090
116 H -25.91 -18.70 10.05  C175 1.090
117 H -36.95 -14.60 9.77  C67 1.090
118 H -37.87 -12.87 20.20  C226 1.090
119 C -29.32 -19.17 10.89  C3 1.509, H128 1.090, H209 1.090, C245 1.556
120 H -27.93 -2.24 8.10  C11 1.090
121 H -27.26 -13.26 11.79  C243 1.090
122 C -30.02 -12.19 1.48  C42 1.549, C75 1.494, H177 1.090, H219 1.090
123 H -24.70 -11.16 8.02  C161 1.090
124 H -26.24 -7.62 9.94  C89 1.090
125 C -30.14 -9.49 12.99  C21 1.544, H49 1.090, C84 1.547, H134 1.090
126 H -26.57 -12.85 16.76  C33 1.090
127 H -28.11 -10.13 13.01  C84 1.090
128 H -29.20 -18.88 11.93  C119 1.090
129 H -24.39 -19.13 7.62  C263 1.090
130 H -30.52 -17.61 15.31  C6 1.090
131 C -25.40 -15.60 11.53  C64 1.498, H103 1.090, O135 1.423, H271 1.090
132 H -22.43 -12.66 6.47  C105 1.090
133 H -31.04 -11.47 13.22  C21 1.090
134 H -30.86 -9.21 12.23  C125 1.090
135 O -24.56 -14.46 11.63  C77 1.317, C131 1.423
136 C -32.98 -15.99 14.42  O25 1.360, C38 1.486, O264 1.257
137 C -23.66 -14.41 8.06  H5 1.090, C50 1.552, C148 1.482, H242 1.090
138 C -27.36 -15.29 15.02  H9 1.090, C109 1.512, C144 1.523, H153 1.090
139 C -37.57 -18.48 10.96  H61 1.090, C213 1.544, H225 1.090, H258 1.090
140 H -30.51 -15.49 10.80  C151 1.090
141 C -32.05 -17.37 4.00  H34 1.090, C212 1.537, C222 1.536, H228 1.090
142 H -23.84 -11.91 5.69  C105 1.090
143 H -34.80 -12.40 6.62  C221 1.090
144 C -28.16 -14.08 14.56  O1 1.220, C138 1.523, O154 1.311
145 H -37.03 -13.62 18.05  C29 1.090
146 C -35.08 -10.33 5.89  H167 1.090, H179 1.090, O184 1.452, C221 1.495
147 H -35.03 -14.53 5.36  C86 1.090
148 C -24.22 -13.62 6.94  H10 1.090, H97 1.090, C105 1.507, C137 1.482
149 H -28.92 -4.61 7.51  C113 1.090
150 H -33.17 -19.27 9.34  C238 1.090
151 C -30.18 -14.74 10.08  C2 1.572, H79 1.090, H140 1.090, C182 1.501
152 C -31.67 -12.24 4.35  H43 1.090, H70 1.090, C100 1.551, H168 1.090
153 H -27.06 -15.71 14.06  C138 1.090
154 O -27.57 -13.00 15.01  C33 1.406, C144 1.311
155 H -30.96 -17.63 10.62  C245 1.090
156 H -34.23 -10.99 12.47  C262 1.090
157 H -36.92 -12.30 8.04  C59 1.090
158 H -30.47 -4.14 8.03  C113 1.090
159 C -33.04 -7.04 11.37  C17 1.558, C20 1.488, H237 1.090, H267 1.090
160 H -30.88 -18.13 2.33  C212 1.090
161 C -23.65 -11.26 7.75  H56 1.090, C105 1.594, H123 1.090, C172 1.556
162 H -34.05 -16.83 3.78  C222 1.090
163 H -27.86 -10.77 4.16  C174 1.090
164 H -28.08 -3.94 9.87  C23 1.090
165 C -29.79 -6.02 8.89  H32 1.090, C113 1.559, H241 1.090, C272 1.486
166 H -25.56 -12.62 15.33  C33 1.090
167 H -34.63 -9.40 6.24  C146 1.090
168 H -31.37 -13.21 4.76  C152 1.090
169 O -38.53 -10.77 6.47  C13 1.229
170 H -32.13 -15.25 12.71  C38 1.090
171 H -32.96 -15.41 3.70  C222 1.090
172 C -23.24 -9.83 7.28  H54 1.090, H104 1.090, C161 1.556, H189 1.090
173 H -30.76 -19.92 8.68  C178 1.090
174 C -27.60 -10.78 5.22  H74 1.090, C108 1.492, H163 1.090, C217 1.503
175 C -26.77 -19.06 10.61  C3 1.535, H27 1.090, H115 1.090, H116 1.090
176 H -35.63 -11.02 17.66  C232 1.090
177 H -30.47 -11.24 1.20  C122 1.090
178 C -31.08 -18.90 8.89  H19 1.090, H173 1.090, C238 1.538, C245 1.560
179 H -34.58 -10.69 4.98  C146 1.090
180 C -36.91 -10.95 20.37  H31 1.090, H98 1.090, C226 1.526, H233 1.090
181 H -32.62 -15.49 6.21  C214 1.090
182 C -30.76 -13.42 10.47  H15 1.090, H51 1.090, C72 1.537, C151 1.501
183 H -35.52 -13.86 16.30  C30 1.090
184 O -36.50 -10.18 5.63  C13 1.346, C146 1.452
185 H -35.56 -16.10 5.39  C86 1.090
186 H -35.80 -13.91 12.59  C53 1.090
187 H -35.06 -7.72 10.82  C17 1.090
188 H -31.23 -16.36 2.32  C212 1.090
189 H -22.96 -9.18 8.11  C172 1.090
190 H -33.26 -9.66 12.99  C262 1.090
191 H -27.00 -18.58 3.87  C210 1.090
192 H -28.57 -1.47 9.61  C11 1.090
193 H -28.45 -11.98 0.02  C42 1.090
194 H -30.18 -10.89 14.70  C21 1.090
195 H -27.05 -18.62 6.90  C227 1.090
196 H -35.71 -9.89 13.86  C218 1.090
197 H -26.81 -13.17 10.00  C243 1.090
198 H -32.84 -17.71 8.57  C238 1.090
199 H -33.50 -17.05 6.19  C214 1.090
200 H -32.84 -9.89 10.51  C255 1.090
201 H -26.46 -12.47 5.70  C108 1.090
202 C -27.05 -9.59 10.52  C89 1.577, H90 1.090, C229 1.529, H236 1.090
203 H -28.22 -14.39 -0.50  C207 1.090
204 O -31.82 -14.20 8.56  C2 1.420, C72 1.357
205 H -30.33 -16.76 12.73  C254 1.090
206 H -36.46 -10.67 8.57  C59 1.090
207 C -28.74 -14.01 0.38  C42 1.475, H78 1.090, H96 1.090, H203 1.090
208 H -25.95 -15.05 16.68  C109 1.090
209 H -29.30 -20.26 10.93  C119 1.090
210 C -27.53 -18.34 4.79  H45 1.090, C91 1.566, H191 1.090, C227 1.571
211 H -33.07 -5.49 9.99  C20 1.090
212 C -31.62 -17.36 2.53  C141 1.537, H160 1.090, H188 1.090, H230 1.090
213 C -37.56 -17.01 10.48  H4 1.090, C139 1.544, C256 1.522, H266 1.090
214 C -33.38 -16.08 5.71  C86 1.593, H181 1.090, H199 1.090, C222 1.535
215 H -37.80 -12.07 17.92  C29 1.090
216 H -36.23 -16.33 12.01  C256 1.090
217 C -28.60 -10.14 6.15  H52 1.090, O76 1.433, H88 1.090, C174 1.503
218 C -35.39 -9.35 12.98  H107 1.090, H196 1.090, C262 1.505, H270 1.090
219 H -29.33 -12.09 2.32  C122 1.090
220 H -28.94 -8.64 10.44  C229 1.090
221 C -35.12 -11.40 6.93  C59 1.577, H71 1.090, H143 1.090, C146 1.495
222 C -33.18 -16.35 4.21  C141 1.536, H162 1.090, H171 1.090, C214 1.535
223 H -34.15 -12.65 14.55  C22 1.090
224 H -33.04 -13.06 2.90  C100 1.090
225 H -38.42 -19.09 10.63  C139 1.090
226 C -36.96 -12.39 19.86  C29 1.549, H106 1.090, H118 1.090, C180 1.526
227 C -26.59 -18.84 5.94  H41 1.090, H195 1.090, C210 1.571, C247 1.518
228 H -31.16 -17.13 4.60  C141 1.090
229 C -28.29 -9.02 11.22  C84 1.497, C202 1.529, H220 1.090, H260 1.090
230 H -32.49 -17.58 1.91  C212 1.090
231 H -29.76 -14.67 7.98  C2 1.090
232 C -35.63 -12.11 17.68  C29 1.517, C30 1.555, H62 1.090, H176 1.090
233 H -36.75 -10.88 21.45  C180 1.090
234 H -25.07 -16.00 7.71  C50 1.090
235 H -37.45 -12.51 10.50  C47 1.090
236 H -26.30 -9.89 11.24  C202 1.090
237 H -33.21 -7.21 12.44  C159 1.090
238 C -32.58 -18.77 8.58  H150 1.090, C178 1.538, H198 1.090, H269 1.090
239 H -31.35 -18.09 13.27  C254 1.090
240 C -30.50 -8.34 8.18  H7 1.090, H110 1.090, H250 1.090, C272 1.511
241 H -30.39 -5.96 9.80  C165 1.090
242 H -23.95 -13.92 9.00  C137 1.090
243 C -26.64 -13.64 10.97  C64 1.457, C77 1.541, H121 1.090, H197 1.090
244 H -33.09 -16.89 12.52  C38 1.090
245 C -30.71 -18.67 10.39  H55 1.090, C119 1.556, H155 1.090, C178 1.560
246 H -28.12 -12.86 5.03  C108 1.090
247 C -25.14 -18.43 5.78  H111 1.090, C227 1.518, H248 1.090, C263 1.525
248 H -24.88 -18.44 4.72  C247 1.090
249 H -27.56 -15.56 11.30  C64 1.090
250 H -30.76 -8.88 7.27  C240 1.090
251 O -28.08 -13.06 7.90  C95 1.259
252 H -27.82 -16.37 6.77  C12 1.090
253 H -24.03 -16.40 9.08  C50 1.090
254 C -31.14 -17.03 13.40  C6 1.506, C38 1.520, H205 1.090, H239 1.090
255 C -33.80 -9.52 10.89  C17 1.606, H99 1.090, H200 1.090, C262 1.571
256 C -36.31 -16.27 10.93  H65 1.090, C67 1.554, C213 1.522, H216 1.090
257 H -28.63 -15.19 5.81  C12 1.090
258 H -36.65 -18.99 10.68  C139 1.090
259 O -33.02 -12.68 9.71  C72 1.205
260 H -27.99 -8.15 11.80  C229 1.090
261 H -35.24 -14.41 10.42  C67 1.090
262 C -34.13 -9.91 12.37  H156 1.090, H190 1.090, C218 1.505, C255 1.571
263 C -24.12 -19.24 6.57  H37 1.090, H44 1.090, H129 1.090, C247 1.525
264 O -34.15 -15.65 14.75  C136 1.257
265 H -31.78 -13.43 1.03  C75 1.090
266 H -37.65 -16.96 9.40  C213 1.090
267 H -31.99 -7.33 11.29  C159 1.090
268 H -34.10 -5.14 11.46  C20 1.090
269 H -32.85 -19.15 7.59  C238 1.090
270 H -35.27 -8.27 13.08  C218 1.090
271 H -24.89 -16.36 10.95  C131 1.090
272 C -30.45 -6.86 7.86  H68 1.090, H81 1.090, C165 1.486, C240 1.511